# C52H60CsN5O3PSi3

C52H60CsN5O3PSi3 as an isolated structure (wB97M-V/def2-TZVPD, OMol25).

Multiplicity   1
Relative energy (zero: lowest compared OMol25 entry of this formula, charge and spin)   34.13 kJ/mol
Net charge   -1
Maximum force   1.5 eV/Å
Kohn-Sham gap   5.4 eV
E_LUMO   1.822 eV

```
125
C52H60CsN5O3PSi3 wB97M-V/def2-TZVPD
Si 0.84 2.07 -2.97
O 3.42 -3.19 0.76
C -2.84 -3.69 -0.79
C -0.63 -6.35 0.20
C -0.29 2.05 -4.50
C 0.80 3.59 -2.03
C -0.60 -4.05 -2.94
C -3.99 3.65 2.91
C -1.97 2.54 -1.11
H 6.00 1.85 -1.17
H -2.69 -1.68 -1.55
H 2.49 -3.84 2.75
H -2.18 2.02 -2.05
C -0.37 -7.45 1.00
H 3.41 -3.32 4.15
O -0.89 -2.38 0.58
H -2.87 -1.11 1.01
H 3.28 2.32 -3.61
C -2.46 1.79 2.41
H 3.18 -3.43 -2.46
H 3.06 5.99 -4.38
C -0.47 -6.05 2.95
H -0.65 -6.46 -0.88
H -5.64 -5.60 -0.91
H 1.37 5.56 -4.67
C 1.28 -3.56 -1.51
C 0.85 2.78 3.43
N -0.13 2.06 2.95
H -0.53 -3.99 6.62
C -4.77 1.58 1.77
H -6.50 -3.57 -2.02
H -3.30 -5.68 -0.12
H 2.26 -3.90 -4.73
C -4.47 0.34 1.27
H 0.67 -0.92 -3.20
C 1.58 6.58 -1.66
H -0.85 -3.97 2.60
H 0.02 2.87 -5.15
C -0.29 -7.30 2.38
H -0.45 -1.12 -1.85
H 7.37 -0.11 -0.40
H 2.46 1.19 -4.68
C 2.12 -3.61 -2.61
H -5.77 1.98 1.71
H -5.02 -1.61 -2.34
C -1.03 -2.31 5.37
C 2.30 5.22 -4.22
H 1.84 2.33 3.38
C 0.68 4.05 3.99
H -0.97 -0.26 -3.32
C 3.59 -2.14 1.44
H -0.76 5.57 4.43
C 2.53 1.53 -3.64
C -0.56 -1.50 4.35
H -0.23 1.12 -5.08
C 1.40 -2.70 4.15
O 0.30 0.76 -2.03
C 4.19 1.01 -0.37
C 2.69 -2.98 3.40
C -3.34 -2.55 -1.42
H -2.91 2.87 -0.67
H -0.21 -8.42 0.55
H 2.34 7.30 -1.99
N 3.24 -1.86 2.67
H -1.67 -4.20 -3.07
H -2.03 4.74 -3.44
C -1.37 2.57 2.97
C 1.61 -3.88 -3.87
C 1.01 -3.54 5.20
H -1.34 2.22 -4.24
C -5.48 -3.61 -1.67
N 3.58 0.03 0.28
H -1.33 6.14 -2.65
C 4.31 -1.01 0.71
H -5.22 -0.28 0.80
H 1.67 -4.34 5.52
H 2.61 4.32 -4.76
C -1.85 5.20 -2.47
C -4.65 -2.50 -1.85
C -3.67 -4.79 -0.61
Si -0.82 4.03 -1.37
H -1.81 4.84 0.77
H 2.91 0.69 -3.04
H 3.74 4.43 -0.60
Cs 0.90 -0.57 1.12
H -3.17 5.35 3.86
H 1.73 -3.34 -0.54
C -0.82 -5.10 0.78
H 3.56 1.83 -0.71
C -0.73 -4.95 2.16
P -1.13 -3.62 -0.21
C 5.55 1.02 -0.64
N 0.62 -1.69 3.76
C 5.67 -1.10 0.46
H 4.27 3.72 -2.13
H -0.54 5.94 0.25
C -2.99 4.36 3.46
N -2.18 0.57 1.93
H -5.00 4.05 2.86
H 1.58 6.57 -0.57
H 0.61 6.94 -2.01
H -0.11 4.41 1.00
H -2.83 5.43 -2.02
C -4.99 -4.75 -1.05
C -1.65 3.84 3.50
H 1.54 4.60 4.36
H -0.07 -8.16 3.00
C -3.15 -0.13 1.38
C 3.77 4.59 -1.68
H 4.40 5.46 -1.88
C -3.75 2.34 2.37
H 6.22 -1.97 0.80
H -1.15 -0.67 3.96
C -0.58 4.59 4.02
C 0.25 -4.10 -4.03
C -0.21 -3.34 5.81
C 6.30 -0.07 -0.21
C -0.09 -3.77 -1.67
H -2.00 -2.12 5.82
C -0.13 -0.43 -2.63
H -0.16 -4.30 -5.02
C -0.81 4.89 0.32
Si 2.02 4.87 -2.37
H -1.50 1.81 -0.44
H -0.38 -5.93 4.03
```